Formula: C19H18IrN5O3S4
Source: the OMol25 dataset
Level of theory: wB97M-V/def2-TZVPD

Output
* multiplicity: 5
* HOMO (alpha / beta): -0.2141 / -0.2743 hartree
* max |F|: 0.0671 hartree/bohr
* energy above the lowest of the compared OMol25 structures with the same formula, charge and spin: 0.0 kJ/mol
* <S²>: 6.020
* LUMO (alpha / beta): -0.3 / -1.2 eV

Atoms and positions in Å:
1 Ir 9.05 8.03 9.00
2 O 5.53 8.88 10.81
3 C 6.59 8.39 10.38
4 N 7.25 8.76 9.27
5 C 6.77 9.87 8.51
6 C 7.86 10.27 7.58
7 C 7.72 11.34 6.73
8 C 8.71 11.65 5.81
9 C 9.87 10.90 5.83
10 C 9.98 9.90 6.78
11 N 8.98 9.55 7.59
12 C 7.30 7.22 10.98
13 C 6.63 6.44 11.93
14 C 7.28 5.45 12.63
15 C 8.59 5.15 12.28
16 C 9.19 5.88 11.28
17 N 8.55 6.88 10.59
18 H 6.49 10.73 9.06
19 H 5.88 9.66 7.86
20 H 6.78 11.92 6.71
21 H 8.50 12.42 5.06
22 H 10.66 11.10 5.16
23 H 10.83 9.28 6.84
24 H 5.58 6.64 12.18
25 H 6.72 4.91 13.36
26 H 9.09 4.34 12.78
27 H 10.18 5.67 10.90
28 S 3.24 5.39 8.51
29 S 5.12 5.37 8.72
30 S 8.47 4.51 8.12
31 S 8.52 6.36 7.50
32 O 10.68 4.81 4.92
33 C 11.97 5.40 5.16
34 N 12.79 4.50 5.98
35 C 13.29 4.75 7.23
36 O 14.12 4.01 7.70
37 C 12.90 5.99 7.98
38 C 13.87 6.69 8.70
39 C 13.48 7.80 9.42
40 C 12.12 8.16 9.51
41 N 11.15 7.46 8.86
42 C 11.57 6.42 8.16
43 H 10.12 4.89 5.69
44 H 12.02 6.41 5.55
45 H 12.43 5.41 4.15
46 H 13.07 3.69 5.53
47 H 14.86 6.32 8.68
48 H 14.21 8.33 9.99
49 H 11.80 9.02 10.08
50 H 10.80 5.79 7.71